1.
{"formula": "C29H28I2N3O4PS2Ta", "method": "wB97M-V/def2-TZVPD", "elements": ["Ta", "I", "I", "S", "S", "P", "O", "O", "O", "O", "N", "N", "N", "C", "C", "C", "C", "C", "C", "C", "C", "C", "C", "C", "C", "C", "C", "C", "C", "C", "C", "C", "C", "C", "C", "C", "C", "C", "C", "C", "C", "C", "H", "H", "H", "H", "H", "H", "H", "H", "H", "H", "H", "H", "H", "H", "H", "H", "H", "H", "H", "H", "H", "H", "H", "H", "H", "H", "H", "H"], "xyz": [[1.319, 0.263, -0.687], [-5.791, -0.913, 1.770], [-3.351, -1.323, 0.815], [3.031, 0.503, -2.507], [3.055, -1.280, -1.453], [1.013, 1.294, 1.722], [1.588, 0.502, -2.925], [-0.384, -0.239, -1.197], [4.073, 0.869, -3.363], [2.831, 1.390, -1.187], [-2.578, -0.888, -3.777], [1.064, -1.424, 0.802], [-1.606, -1.250, -2.893], [2.981, 3.205, 1.474], [-0.286, -2.963, -4.021], [0.361, -4.191, -3.992], [2.744, -2.270, 2.431], [1.983, -1.232, 1.938], [-2.924, 0.388, -3.564], [-3.965, 1.071, -4.378], [2.908, 0.297, 3.545], [3.670, -0.742, 4.061], [-2.161, 0.318, 4.037], [2.051, 0.045, 2.476], [1.076, 3.818, 2.850], [-0.631, 1.196, 2.404], [-2.153, 0.877, -2.505], [2.902, 5.353, 2.544], [3.561, 4.432, 1.734], [1.731, 2.899, 2.028], [3.591, -2.014, 3.505], [-0.264, -4.481, -1.681], [-0.926, -3.262, -1.700], [-3.109, 1.245, 3.632], [1.672, 5.045, 3.105], [-2.840, 2.126, 2.587], [-0.912, 0.293, 3.430], [-0.930, -2.525, -2.875], [0.372, -4.947, -2.827], [-3.189, -1.837, -4.724], [-1.607, 2.098, 1.963], [-1.372, -0.181, -2.124], [-2.382, -0.374, 4.839], [-4.948, 0.632, -4.195], [-1.391, 2.803, 1.166], [-3.586, 2.847, 2.279], [1.255, -2.327, 0.367], [-4.065, 1.289, 4.137], [2.689, -3.263, 2.000], [-3.749, 0.984, -5.443], [-0.157, -0.398, 3.788], [2.977, 1.292, 3.966], [-0.271, -2.354, -4.917], [4.333, -0.558, 4.896], [4.528, 4.672, 1.312], [3.516, 2.486, 0.866], [3.359, 6.313, 2.743], [4.196, -2.818, 3.905], [0.853, -4.556, -4.884], [0.093, -1.445, 1.130], [1.176, 5.757, 3.751], [-2.181, 1.866, -2.082], [-4.009, 2.124, -4.115], [0.122, 3.582, 3.300], [-0.277, -5.088, -0.784], [-3.009, -2.850, -4.380], [-1.497, -2.924, -0.843], [-2.771, -1.695, -5.717], [-4.259, -1.649, -4.742], [0.863, -5.911, -2.817]], "atomic_forces_ev_per_a": [[-0.5536, -1.3765, 1.1980], [0.0328, -0.0010, 0.0109], [-0.0047, -0.0237, -0.1075], [0.1651, -0.0389, 0.0983], [0.1729, 0.0983, -0.2249], [0.2819, 0.5146, -0.1476], [0.2413, 0.2193, 0.4734], [-1.1657, 0.3011, -0.6171], [-0.0676, 0.0292, -0.0308], [0.4744, 0.3649, -0.6138], [-0.1083, -0.1982, -0.0336], [0.3806, 0.3279, 0.0504], [-0.0794, -0.3029, 0.0049], [0.0070, -0.0129, 0.0366], [0.1784, 0.0099, -0.0253], [-0.0234, -0.0025, 0.0047], [0.0161, -0.0832, -0.0064], [0.0195, -0.2066, -0.1011], [-0.0412, 0.0543, -0.0639], [0.0152, -0.0521, 0.0643], [0.0252, -0.0722, 0.0342], [-0.0198, 0.0017, -0.0274], [0.0598, 0.0020, -0.0076], [0.0911, 0.0663, 0.0198], [0.0104, 0.0198, -0.0007], [-0.1674, -0.1276, -0.0309], [-0.1963, 0.0457, -0.0418], [0.0361, 0.0047, -0.0095], [-0.0219, 0.0049, 0.0347], [-0.0007, 0.1152, -0.0720], [0.0168, 0.0296, -0.0012], [0.0468, 0.0021, -0.0193], [-0.1416, -0.0756, 0.0213], [-0.0132, 0.0308, -0.0043], [-0.0211, -0.0253, 0.0190], [0.0056, -0.0174, 0.0399], [-0.0472, 0.0572, 0.0483], [-0.0400, 0.2207, -0.0819], [0.0068, 0.0192, 0.0092], [0.0493, 0.1480, 0.0971], [0.0004, -0.0411, -0.0369], [0.6582, 0.1083, 0.1159], [0.0079, 0.0276, 0.0121], [0.0071, 0.0012, 0.0122], [0.0147, 0.0162, 0.0269], [0.0004, -0.0230, -0.0080], [-0.1789, -0.0689, -0.0406], [-0.0054, -0.0164, -0.0243], [-0.0081, 0.0088, 0.0248], [0.0137, 0.0104, 0.0042], [-0.0035, 0.0083, 0.0007], [-0.0043, -0.0051, -0.0108], [-0.0376, -0.0147, 0.0059], [0.0038, -0.0082, -0.0084], [-0.0022, -0.0018, -0.0020], [-0.0111, 0.0045, -0.0231], [-0.0031, -0.0060, 0.0006], [-0.0054, 0.0132, 0.0014], [0.0032, 0.0001, 0.0116], [-0.0491, -0.0514, -0.0180], [-0.0031, -0.0036, -0.0140], [-0.0286, -0.0102, -0.0140], [0.0062, -0.0042, -0.0094], [-0.0013, 0.0093, -0.0039], [-0.0232, -0.0063, -0.0173], [0.0007, -0.0105, 0.0255], [-0.0004, -0.0139, -0.0096], [0.0269, -0.0108, -0.0088], [-0.0044, 0.0073, 0.0072], [0.0065, 0.0100, 0.0041]], "charge": 3, "largest_force_ev_per_a": 1.91, "de_lowest_kj_mol": 127.72, "e_lumo_ev": -10.59, "gap_ev": 5.511, "e_tot_ev": -91876.56181}

2.
{"formula": "C3H6ClN2O", "method": "wB97M-V/def2-TZVPD", "elements": ["Cl", "O", "N", "N", "C", "C", "C", "H", "H", "H", "H", "H", "H"], "xyz": [[2.308, -1.748, -0.592], [-0.443, 0.163, -1.144], [-0.058, 1.485, 0.631], [-0.022, -0.590, -0.058], [-0.912, 1.431, -0.541], [0.396, 0.341, 0.963], [0.540, -1.885, -0.345], [-0.730, 2.200, -1.201], [0.172, 2.282, 1.211], [0.044, -2.302, -1.182], [0.587, -0.222, 1.937], [0.138, -2.359, 0.484], [-2.021, 1.205, -0.163]], "atomic_forces_ev_per_a": [[-0.7023, -0.5369, 0.2224], [-0.1246, 1.6066, -0.1046], [0.9215, 1.8281, 1.1311], [0.6265, 3.3650, 2.2061], [-1.8800, -4.1471, 1.4530], [-2.1447, -6.6136, -1.7334], [0.7016, 1.9902, -0.2029], [-0.0630, 1.6331, -1.4198], [-0.5192, 0.2958, -0.2156], [-0.2592, -0.1468, -1.0868], [0.6948, 1.7709, -1.1013], [0.6370, -2.0818, 1.8376], [2.1116, 1.0365, -0.9859]], "charge": 1, "largest_force_ev_per_a": 7.17, "de_lowest_kj_mol": 405.29, "e_lumo_ev": -5.02, "gap_ev": 9.230, "e_tot_ev": -20748.16654}

3.
{"formula": "C32H48BF18O15", "method": "wB97M-V/def2-TZVPD", "elements": ["F", "F", "F", "F", "F", "F", "F", "F", "F", "F", "F", "F", "F", "F", "F", "F", "F", "F", "O", "O", "O", "O", "O", "O", "O", "O", "O", "O", "O", "O", "O", "O", "O", "C", "C", "C", "C", "C", "C", "C", "C", "C", "C", "C", "C", "C", "C", "C", "C", "C", "C", "C", "C", "C", "C", "C", "C", "C", "C", "C", "C", "C", "C", "C", "C", "B", "H", "H", "H", "H", "H", "H", "H", "H", "H", "H", "H", "H", "H", "H", "H", "H", "H", "H", "H", "H", "H", "H", "H", "H", "H", "H", "H", "H", "H", "H", "H", "H", "H", "H", "H", "H", "H", "H", "H", "H", "H", "H", "H", "H", "H", "H", "H", "H"], "xyz": [[2.270, -0.805, 1.923], [-7.612, -4.212, 1.308], [-8.170, -3.809, -0.736], [3.698, 0.631, 2.686], [-12.674, -7.166, 4.741], [-13.253, -5.792, 6.307], [15.496, -4.809, -4.296], [-8.753, -2.441, 0.831], [2.200, 1.241, 1.255], [16.483, -3.438, -2.953], [-3.685, 1.286, 7.498], [-2.659, 3.058, 8.187], [16.151, -2.876, -5.008], [-3.908, 3.781, -2.753], [-4.603, 4.471, -4.680], [-1.634, 1.633, 6.930], [-4.035, 2.406, -4.412], [-12.115, -7.563, 6.786], [-10.006, -5.812, 6.415], [0.799, 1.818, 3.567], [8.234, 1.273, -3.788], [13.478, -2.736, -4.678], [-5.504, -2.457, 0.944], [-11.038, -5.029, 4.569], [6.491, 0.083, -2.775], [-2.597, 3.302, 4.948], [-4.585, 3.353, 6.012], [13.869, -2.682, -2.457], [-6.534, -1.671, -0.902], [-2.065, 5.345, -4.390], [1.480, -0.158, 4.420], [-1.413, 3.218, -4.754], [-1.827, 0.295, -2.275], [-4.288, -1.639, -1.843], [12.154, -2.224, -4.453], [-2.264, 4.013, -4.462], [-0.734, 5.795, -4.686], [-3.287, 3.011, 5.887], [-2.816, 2.246, 7.120], [0.659, 0.066, 5.574], [-5.505, 3.215, 3.765], [-0.508, 5.859, -6.184], [-10.954, -5.790, 5.676], [3.585, 2.349, -1.930], [-5.139, 4.116, 4.929], [-0.788, -0.279, 5.281], [-6.451, -2.434, 0.203], [5.050, 2.091, -2.521], [2.399, 0.473, 2.332], [-7.740, -3.226, 0.401], [15.591, -3.506, -3.955], [2.467, 1.320, -2.499], [7.852, 0.398, -2.967], [-3.700, 3.665, -4.080], [-5.392, -0.838, -1.182], [5.888, 0.957, -1.763], [12.184, -0.723, -4.247], [-12.245, -6.581, 5.878], [14.234, -2.919, -3.578], [-9.897, -4.200, 4.287], [-0.498, 0.016, -2.851], [0.562, -0.502, -1.767], [-8.795, -5.005, 3.628], [1.454, 0.814, 3.481], [9.032, -0.372, -2.182], [1.594, 0.667, -1.234], [-0.869, -1.302, 4.904], [-3.456, -0.989, -2.124], [11.678, -2.738, -3.614], [2.947, 0.429, -3.033], [8.641, -1.039, -1.346], [11.571, -2.459, -5.347], [-0.574, 4.867, -6.636], [1.001, 1.539, -0.674], [-8.417, -5.781, 4.298], [1.212, -1.308, -2.286], [-4.619, 2.734, 3.344], [-0.640, 6.796, -4.259], [-6.039, 4.600, 5.314], [5.287, 0.319, -1.039], [9.519, -1.057, -2.954], [11.172, -0.325, -4.155], [9.834, 0.354, -1.795], [-3.908, -2.415, -1.175], [-0.600, -0.815, -3.643], [-4.663, -2.145, -2.737], [-1.396, -0.185, 6.177], [0.476, 6.275, -6.409], [-1.272, 6.478, -6.662], [-1.202, 0.377, 4.513], [3.267, 3.411, -2.259], [0.001, -1.011, -0.903], [-9.547, -3.703, 5.195], [1.805, 1.908, -3.232], [-5.735, -0.057, -1.864], [-6.173, 2.416, 4.095], [-9.170, -5.511, 2.736], [-5.996, 3.785, 2.975], [4.958, 1.837, -3.639], [-4.451, 4.910, 4.624], [12.742, -0.459, -3.345], [-0.185, 0.990, -3.376], [-5.043, -0.342, -0.273], [3.525, 2.346, -0.789], [12.684, -0.230, -5.085], [6.747, 1.469, -1.191], [1.039, -0.590, 6.361], [-7.964, -4.361, 3.346], [5.642, 3.075, -2.397], [-2.438, 0.302, -3.050], [2.390, 0.202, -0.465], [-10.238, -3.420, 3.603], [0.008, 5.163, -4.192], [0.765, 1.093, 5.932]], "atomic_forces_ev_per_a": [[-0.2157, 0.2730, 0.7041], [0.5336, 0.6772, -0.7559], [0.4050, 0.3250, 0.2209], [-0.3151, 0.0505, 0.5331], [0.4295, 0.3411, 0.1811], [0.5602, 0.1129, -0.1314], [-0.4006, 0.4011, 0.1712], [0.5016, 0.0994, -0.0527], [-0.1004, 0.2027, 2.4290], [-0.7205, 0.1577, -0.1361], [0.0412, 0.3814, -0.4116], [-0.1816, 0.1175, -0.5495], [-0.4825, 0.0267, 0.3097], [0.4357, 0.0993, -0.4249], [0.5058, -0.0497, -0.0279], [-0.6648, 1.0960, 0.0218], [0.5563, 0.4363, -0.0531], [0.3973, 0.5611, -0.2938], [-0.9046, -0.3869, -0.1065], [0.6165, -0.5423, -0.3721], [-1.7025, -3.0656, 2.7190], [0.9497, -0.5176, 0.4231], [-0.9645, -0.4422, -0.0248], [-0.6244, -0.6347, 0.7799], [2.7158, 0.1129, 0.2952], [-0.0249, -0.4701, 0.9227], [0.7686, -0.3448, 0.5771], [0.7737, -0.3442, -0.5121], [-0.7749, -0.7460, 0.8846], [-0.6945, -0.6612, 0.2503], [0.3981, 0.3193, -0.5638], [-1.0019, 0.0896, 0.1530], [0.0041, -0.3821, -1.1338], [-0.1269, -0.3441, -0.0072], [-0.7313, 0.4663, 0.0429], [1.7585, 0.6137, -0.2516], [0.7034, 0.2514, -0.2237], [-0.7703, 1.0434, -1.3823], [0.6081, -1.0097, 1.4456], [-0.4674, -0.0070, 0.4152], [0.2060, -0.3112, -0.0325], [-0.2106, -0.2193, -0.2112], [1.3920, 1.2439, -0.5767], [-0.6782, 0.0079, -0.8741], [-0.3862, 0.2872, -0.6356], [-0.1077, -0.3311, -0.4641], [1.4707, 1.3738, -0.7022], [-0.1951, 0.7258, 0.7266], [0.7798, -0.1377, -2.4355], [-1.3472, -1.0619, -0.0136], [1.7405, -0.5870, -0.4062], [0.4274, 0.4410, 0.1529], [1.3744, 2.2380, -1.8008], [-1.6313, -0.4990, 0.5437], [0.8752, 0.3906, -0.3796], [-0.1883, 1.2336, 0.1648], [0.3107, 0.1358, 0.1148], [-1.4899, -1.1213, 0.2125], [-1.8329, 0.6285, 0.0603], [0.7224, 0.3589, -0.3136], [0.6780, -0.4492, -0.4239], [-0.5362, -0.3514, -0.6103], [-0.0711, -0.4242, 0.3714], [-0.8192, 0.2481, 1.2942], [-0.7716, -0.4636, -0.1112], [-0.0134, -0.2612, -1.4599], [0.1228, 0.0254, 0.0789], [-0.1069, -0.1779, 0.2833], [0.2813, 0.0143, 0.0095], [-0.3069, 1.2506, 0.2996], [0.4672, 1.0093, -1.0389], [0.3456, -0.1376, -0.0189], [0.1215, 0.0451, 0.1097], [-0.5155, 0.6263, 0.2500], [-0.0247, 0.1450, 0.0572], [-1.1169, 0.9385, 0.6705], [-0.0358, 0.1604, -0.0135], [-0.3280, -0.1499, 0.0815], [0.1737, -0.1894, 0.2743], [0.5935, 0.7771, -1.1441], [-0.6669, 0.9238, 1.0241], [0.0932, -0.0269, -0.0819], [-1.4622, -0.9711, -0.6921], [0.0579, 0.1752, 0.0210], [-0.1188, 1.2300, 0.8719], [-0.0745, 0.1313, 0.0027], [0.1735, -0.3469, -0.1855], [-0.0634, -0.0173, 0.0736], [0.0986, 0.0844, 0.0940], [0.0624, 0.0578, 0.1314], [0.5978, -1.4842, 0.5429], [0.5754, 0.5678, -1.2677], [-0.1303, -0.2518, 0.0372], [0.9878, -0.9082, 0.6940], [-0.3016, -0.2190, 0.1154], [-0.0620, 0.1542, 0.0085], [0.0167, 0.1881, 0.0138], [0.0319, -0.0002, 0.0902], [0.2722, 0.3027, 1.7680], [0.1191, -0.2397, 0.0952], [-0.1387, -0.0799, 0.0059], [-0.1105, -1.5198, 0.7762], [-0.1105, -0.2578, 0.0225], [0.4601, -0.0842, -1.4334], [-0.1511, -0.0810, -0.0395], [-1.3202, -0.8147, -0.5812], [0.1969, -0.0375, -0.2859], [-0.1745, -0.0589, 0.2217], [-0.7240, -1.4901, -0.4664], [0.8420, 0.2735, 0.8550], [0.3730, -0.5642, -0.3393], [-0.2814, -0.2235, 0.0953], [-0.2400, -0.1222, -0.0725], [0.0099, -0.0292, -0.2696]], "charge": -1, "largest_force_ev_per_a": 4.44, "de_lowest_kj_mol": 235.93, "e_lumo_ev": 1.79, "gap_ev": 6.617, "e_tot_ev": -114265.69606}

Question: What is the formula in the third record?
Answer: C32H48BF18O15